# C2H5F

2 unconnected molecules or ions with the total composition C2H5F (ωB97M-V/def2-TZVPD, the Open Molecules 2025 dataset).

Geometry as XYZ:
```
8
Properties=species:S:1:pos:R:3:mulliken_charge:R:1
C 0.508 0.559 0.002 -0.8917
C -0.555 -0.418 -0.131 -0.1383
F -1.722 0.178 0.194 -0.2354
H 0.322 1.225 0.762 0.3408
H 1.561 0.102 0.266 0.2575
H 0.733 1.205 -0.835 0.2958
H -0.336 -1.832 0.874 0.1442
H -0.511 -1.018 -1.130 0.2270
```

Summary:
E_HOMO in hartree: -0.364
Energy relative to the best compared isomer or geometry (same formula, charge and spin) in kcal/mol: 65.25
Kohn-Sham gap in eV: 10.7169
F_max in eV/Å: 4.78

=====

# C9H14O

2 unconnected molecules or ions with the total composition C9H14O (ωB97M-V/def2-TZVPD, the Open Molecules 2025 dataset).

Geometry as XYZ:
```
24
Properties=species:S:1:pos:R:3:mulliken_charge:R:1
C -0.785 -2.836 0.363 -0.5839
C -1.105 -4.268 0.741 -0.9914
H -1.460 -2.455 -0.403 0.2943
H -0.736 -2.122 1.182 0.3147
H 0.202 -2.730 -0.087 0.0956
H -2.062 -4.373 1.261 0.3020
H -0.320 -4.707 1.359 0.2943
H -1.213 -4.869 -0.158 0.2890
C -0.151 3.110 1.826 -1.3893
C 0.547 0.122 -1.186 0.6677
C 1.170 0.023 0.059 -0.4635
C -0.227 1.223 -1.491 -0.7085
C 0.904 0.980 1.012 -0.4931
C -0.464 2.184 -0.515 -0.3526
C 0.064 2.067 0.754 0.4951
O 0.575 -0.889 -2.096 -0.5858
H 1.820 -0.824 0.231 0.3801
H 1.216 -1.584 -1.925 0.3549
H -0.586 1.306 -2.510 0.3863
H 1.371 0.949 1.993 0.3622
H -1.082 3.037 -0.757 0.3199
H -0.985 3.758 1.572 0.3626
H 0.736 3.722 1.988 0.2954
H -0.394 2.606 2.759 0.3538
```

Summary:
E_HOMO in hartree: -0.307
Structure (SMILES): Cc1ccc(O)cc1.CC
Energy relative to the best compared isomer or geometry (same formula, charge and spin) in kcal/mol: 4.92
Kohn-Sham gap in eV: 9.1790
F_max in eV/Å: 0.85

=====

# C24H28N4O3

A molecular structure, C24H28N4O3 (ωB97M-V/def2-TZVPD, the Open Molecules 2025 dataset).

Geometry as XYZ:
```
59
Properties=species:S:1:pos:R:3:mulliken_charge:R:1
C -2.354 -3.310 2.628 -0.8209
H -2.306 -2.353 3.201 0.2552
O -1.451 -3.702 1.780 -0.3781
C -1.221 -2.705 0.689 0.5007
C -0.257 -2.856 -0.129 -0.4464
C 0.245 -2.138 -1.308 0.1626
C -0.382 -0.971 -1.598 0.6784
C -1.766 -0.785 -0.773 -2.2661
C -2.048 -1.571 0.290 0.0425
H -2.794 -1.281 1.035 0.2963
H -2.256 -0.082 -1.079 0.9525
C -0.371 -0.181 -2.861 -2.3011
N 0.355 1.201 -2.122 0.1353
C 1.014 1.832 -3.243 -1.8535
H 1.870 1.634 -3.557 0.8159
C 0.265 2.158 -4.516 -1.0904
C 0.493 1.221 -5.465 -0.2669
C 0.020 -0.262 -5.265 -0.8702
C 0.318 -0.988 -3.866 -1.9104
H 0.260 -1.972 -3.925 1.0594
H 1.410 -0.739 -3.882 0.2939
H 0.417 -1.042 -6.196 0.2531
H -1.127 -0.432 -5.317 0.3678
H 1.669 1.024 -5.812 0.1857
H -0.313 1.325 -6.577 0.2075
H 0.332 3.063 -4.802 0.6793
H -0.902 2.275 -4.117 0.2125
H 1.061 2.738 -2.760 0.9912
C 1.563 0.825 -1.241 -1.9436
C 0.973 0.475 0.234 0.9190
N 1.339 -0.648 0.740 -0.4125
C 0.873 -0.816 2.015 0.6865
C 1.503 -2.077 2.670 -0.9418
C 1.060 -2.241 3.949 0.0090
C 0.149 -1.504 4.593 -0.6311
C -0.359 -0.639 3.962 -0.9451
C -0.113 -0.061 2.740 0.9902
C -0.169 1.063 2.083 -0.2084
O -1.144 1.923 2.584 -0.8526
N 0.091 1.233 0.620 0.5938
C -0.343 2.502 0.200 -1.4272
H -1.266 2.646 0.333 1.3036
H -0.486 2.359 -1.050 0.3489
C 0.459 3.841 0.386 0.2048
O 1.138 4.120 -0.559 -0.5519
N 0.201 4.213 1.763 -0.3153
H 0.850 5.035 2.029 0.2599
H -0.361 3.830 2.427 0.2221
H -1.195 0.126 4.493 0.0574
H -0.146 -1.878 5.438 0.6312
H 1.380 -3.308 4.391 0.1745
H 2.145 -2.666 2.121 0.6160
H 2.001 -0.152 -1.300 0.4061
H 2.131 1.728 -0.986 0.8351
H -1.125 0.211 -2.941 3.1255
H 1.211 -2.631 -1.905 0.1116
H 0.395 -3.835 0.002 0.1319
H -2.326 -4.037 3.262 0.4460
H -3.408 -3.403 2.076 0.2708
```

Summary:
E_HOMO in hartree: -0.301
Energy relative to the best compared isomer or geometry (same formula, charge and spin) in kcal/mol: 542.14
Kohn-Sham gap in eV: 8.0871
F_max in eV/Å: 18.91

=====

# FHMnO2P

A molecular structure, FHMnO2P (ωB97M-V/def2-TZVPD, the Open Molecules 2025 dataset).

Geometry as XYZ:
```
6
Properties=species:S:1:pos:R:3:mulliken_charge:R:1
P -1.071 1.062 -1.150 0.7060
O -0.367 2.326 -0.699 -0.4499
O -0.328 0.196 0.096 -0.5121
F 1.089 -3.072 0.925 -0.6070
Mn 0.392 -1.577 0.349 1.3889
H 0.286 1.063 0.479 0.4741
```

Summary:
E_HOMO (spin up / spin down) in hartree: -0.610 / -0.626
Charge: +1
⟨S²⟩: 8.76
Energy relative to the best compared isomer or geometry (same formula, charge and spin) in kcal/mol: 7.50
Multiplicity: 6
Kohn-Sham gap (spin up / spin down) in eV: 10.2627 / 10.2819
F_max in eV/Å: 3.93

=====

# C28H54NO16P3

4 unconnected molecules or ions with the total composition C28H54NO16P3 (ωB97M-V/def2-TZVPD, the Open Molecules 2025 dataset).

Geometry as XYZ:
```
102
Properties=species:S:1:pos:R:3:mulliken_charge:R:1
C 7.336 0.381 1.113 -0.8580
C 6.102 -0.056 1.292 0.0222
C 4.890 0.436 0.505 -1.0597
C 3.739 -0.497 0.810 0.1999
C 3.699 -1.736 0.188 -0.6098
C 2.670 -2.630 0.481 0.5601
C 2.716 -3.969 -0.216 0.3482
O 2.474 -4.088 -1.379 -0.4789
O 3.082 -5.026 0.540 -0.4429
C 1.681 -2.266 1.404 0.2391
C 0.545 -3.226 1.747 -0.2054
O -0.351 -3.225 0.884 -0.4626
O 0.607 -3.881 2.778 -0.7266
C 1.778 -1.022 1.979 0.0154
N 2.783 -0.171 1.685 0.1324
H 8.132 -0.022 1.726 0.2599
H 7.610 1.139 0.388 0.2804
H 5.944 -0.830 2.037 0.2737
H 5.104 0.290 -0.553 0.3706
H 4.634 1.469 0.740 0.4638
H 4.465 -2.006 -0.529 0.5004
H 3.705 -4.750 1.225 0.3789
H 1.051 -0.692 2.710 0.4988
H 2.820 0.724 2.155 0.2672
O -2.311 1.284 -2.307 -0.8216
P -1.083 0.811 -2.982 1.1521
O -0.098 0.271 -1.822 -0.2857
C -0.478 -0.882 -1.052 0.3028
C -0.371 -2.153 -1.875 -0.6491
O -0.312 2.203 -3.344 -0.3439
C -0.957 3.465 -3.205 -0.6684
C -0.664 4.054 -1.832 -0.7416
O -0.338 0.063 -4.227 -0.3333
C -1.148 -0.541 -5.258 -0.1727
C -2.106 0.448 -5.892 -1.1597
H -1.486 -0.758 -0.650 0.1679
H 0.205 -0.933 -0.210 -0.3271
H -1.165 -2.194 -2.630 0.2007
H -0.467 -3.028 -1.241 0.2414
H 0.583 -2.198 -2.402 0.2303
H -2.028 3.385 -3.388 0.3756
H -0.554 4.120 -3.980 0.4030
H -0.864 3.330 -1.043 0.3860
H -1.270 4.939 -1.672 0.3765
H 0.387 4.305 -1.805 0.3922
H -1.694 -1.391 -4.841 0.2367
H -0.460 -0.930 -6.007 0.3506
H -2.859 0.787 -5.173 0.3505
H -2.630 -0.011 -6.731 0.4100
H -1.572 1.331 -6.245 0.2689
O -3.613 -7.374 -2.003 -0.7829
P -4.197 -6.659 -0.845 1.1534
O -3.514 -7.273 0.480 -0.3544
C -2.105 -7.068 0.665 -0.6187
C -1.783 -5.625 1.006 -0.1157
O -5.685 -7.322 -0.734 -0.3576
C -6.202 -8.160 -1.762 -0.2989
C -5.914 -9.621 -1.479 -1.0669
O -4.749 -5.289 -0.144 -0.3355
C -4.633 -4.045 -0.862 0.0568
C -5.300 -4.099 -2.224 -1.2540
H -1.562 -7.385 -0.230 0.2815
H -1.801 -7.723 1.482 0.3461
H -1.927 -4.980 0.137 -0.3054
H -0.752 -5.522 1.325 0.3084
H -2.435 -5.259 1.797 0.2501
H -5.815 -7.861 -2.737 0.3189
H -7.282 -7.997 -1.787 0.3533
H -4.862 -9.781 -1.244 0.2857
H -6.181 -10.242 -2.336 0.3522
H -6.488 -9.959 -0.615 0.2794
H -3.577 -3.779 -0.962 0.0808
H -5.104 -3.283 -0.244 0.3357
H -4.785 -4.801 -2.889 0.3653
H -5.282 -3.116 -2.697 0.4179
H -6.334 -4.433 -2.135 0.3016
O 2.176 5.477 2.860 -0.7851
P 1.864 6.912 3.058 1.1423
O 0.517 6.968 3.956 -0.3741
C 0.550 6.471 5.292 -0.3137
C 1.329 7.381 6.226 -0.9279
O 1.261 7.358 1.620 -0.3527
C 1.354 6.505 0.474 -0.5914
C 0.124 5.638 0.315 -0.3654
O 2.333 8.452 3.351 -0.3209
C 3.729 8.721 3.586 -0.2111
C 4.609 8.240 2.448 -1.1266
H 0.965 5.459 5.303 0.2535
H -0.486 6.405 5.623 0.3298
H 2.402 7.330 6.015 0.1725
H 1.182 7.086 7.265 0.4136
H 1.019 8.418 6.102 0.2616
H 2.261 5.903 0.520 0.3118
H 1.454 7.161 -0.393 0.4061
H -0.124 5.126 1.248 0.2836
H 0.268 4.876 -0.487 -0.4270
H -0.740 6.252 0.055 0.3059
H 4.037 8.260 4.529 0.2568
H 3.824 9.799 3.703 0.3394
H 4.591 7.148 2.369 0.3314
H 5.642 8.546 2.608 0.4052
H 4.261 8.642 1.496 0.2763
```

Summary:
E_HOMO in hartree: -0.321
Kohn-Sham gap in eV: 7.2984
F_max in eV/Å: 6.35